[1]
{"formula": "C14H26IOP2Pt", "method": "the ωB97M-V functional and the def2-TZVPD basis", "elements": ["C", "I", "H", "H", "H", "Pt", "P", "C", "C", "H", "H", "H", "H", "H", "H", "C", "H", "H", "H", "P", "C", "C", "H", "H", "H", "C", "H", "H", "H", "H", "H", "H", "C", "O", "C", "C", "C", "C", "C", "C", "H", "H", "H", "H", "H"], "xyz": [[-2.760, -0.894, -1.860], [0.229, 2.246, -0.857], [-2.546, 0.140, -2.172], [-3.621, -1.136, -1.167], [-2.522, -1.763, -2.559], [-0.031, -1.746, 2.243], [-2.332, 0.034, 1.049], [-2.179, 0.192, 2.864], [-2.541, 1.772, 0.385], [-3.343, 2.347, 0.851], [-4.684, 0.675, 1.493], [-2.779, 1.688, -0.682], [-4.504, -0.088, -0.086], [-1.282, 0.769, 3.122], [-1.619, 2.377, 0.481], [-4.174, -0.137, 0.956], [-3.073, 0.619, 3.327], [-4.515, -1.081, 1.378], [-2.043, -0.850, 3.231], [0.397, -1.194, -1.753], [2.066, -1.856, -1.489], [-0.171, -2.294, -3.082], [-0.510, 0.484, -3.192], [1.019, -0.211, -3.908], [1.031, 1.062, -2.586], [0.519, 0.158, -3.001], [-1.142, -1.923, -3.422], [0.562, -2.192, -3.896], [2.373, -2.314, -2.427], [2.007, -2.653, -0.740], [-0.294, -3.324, -2.728], [2.763, -1.090, -1.145], [1.453, -2.220, 3.014], [2.455, -2.477, 3.598], [3.985, 0.889, 2.023], [4.309, 1.230, 0.704], [3.406, 1.951, -0.106], [2.163, 2.254, 0.400], [1.935, 2.166, 1.764], [2.792, 1.407, 2.511], [4.670, 0.278, 2.621], [5.249, 0.818, 0.269], [3.653, 2.099, -1.172], [1.098, 2.668, 2.236], [2.532, 1.119, 3.512]], "orbital_gap_ev": [6.940, 5.053], "e_above_lowest_kj_mol": 590.7, "s2": 6.03, "multiplicity": 5, "energy_ha": -1722.5406, "e_lumo_ha": [-0.396, -0.509], "charge": 3}



[2]
{"formula": "C32H22AuCl4N2O3PS", "method": "the ωB97M-V functional and the def2-TZVPD basis", "elements": ["Au", "Cl", "C", "C", "Cl", "C", "Cl", "C", "O", "C", "O", "C", "Cl", "O", "C", "C", "C", "C", "C", "C", "C", "P", "C", "C", "C", "C", "C", "C", "C", "C", "C", "C", "C", "C", "H", "H", "H", "H", "H", "H", "H", "H", "H", "H", "H", "H", "H", "H", "N", "C", "S", "N", "C", "C", "C", "C", "C", "C", "H", "H", "H", "H", "H", "H", "H", "H"], "xyz": [[-0.773, -2.017, -1.169], [-4.799, -7.363, 0.593], [-4.211, -5.761, 0.480], [-4.573, -4.816, 1.458], [-5.590, -5.300, 2.748], [-4.092, -3.523, 1.389], [-4.537, -2.387, 2.610], [-3.200, -3.113, 0.373], [-2.714, -1.945, 0.283], [-2.809, -4.104, -0.634], [-1.994, -3.774, -1.545], [-3.363, -5.402, -0.549], [-2.919, -6.543, -1.753], [0.711, -4.268, -2.348], [0.740, -3.103, -2.572], [1.552, -2.169, -3.204], [2.224, -2.573, -4.395], [3.023, -1.688, -5.063], [3.217, -0.384, -4.584], [2.540, 0.045, -3.460], [1.663, -0.810, -2.804], [0.731, -0.340, -1.350], [2.014, -0.098, -0.097], [2.567, -1.241, 0.479], [3.637, -1.123, 1.345], [4.152, 0.130, 1.644], [3.599, 1.267, 1.076], [2.538, 1.157, 0.197], [0.085, 1.304, -1.699], [-0.344, 2.088, -0.629], [-0.848, 3.353, -0.855], [-0.936, 3.838, -2.152], [-0.563, 3.039, -3.221], [-0.067, 1.767, -3.002], [2.093, -3.589, -4.734], [3.534, -2.000, -5.961], [3.893, 0.281, -5.097], [2.672, 1.053, -3.091], [2.143, -2.211, 0.247], [4.073, -2.007, 1.787], [4.990, 0.221, 2.318], [3.998, 2.244, 1.308], [2.113, 2.045, -0.250], [-0.259, 1.694, 0.372], [-1.147, 3.963, -0.015], [-1.294, 4.840, -2.330], [-0.646, 3.409, -4.232], [0.220, 1.140, -3.834], [-3.113, 0.330, 1.649], [-1.906, 0.699, 2.064], [-0.647, -0.388, 1.844], [-1.816, 1.936, 2.607], [-0.760, 2.663, 3.162], [0.533, 2.171, 3.313], [1.508, 2.967, 3.889], [1.213, 4.249, 4.317], [-0.072, 4.743, 4.163], [-1.052, 3.959, 3.590], [-3.177, -0.584, 1.182], [-3.932, 0.904, 1.763], [-2.696, 2.442, 2.626], [0.774, 1.170, 2.995], [2.503, 2.568, 4.009], [1.974, 4.860, 4.775], [-0.319, 5.740, 4.497], [-2.059, 4.344, 3.478]], "orbital_gap_ev": 3.788, "e_above_lowest_kj_mol": 168.2, "energy_ha": -4283.8264, "e_lumo_ha": -0.077}



[3]
{"formula": "C5H12N2S", "method": "the ωB97M-V functional and the def2-TZVPD basis", "elements": ["C", "C", "C", "C", "C", "N", "N", "S", "H", "H", "H", "H", "H", "H", "H", "H", "H", "H", "H", "H"], "xyz": [[-1.795, 0.100, 0.843], [-1.174, -0.060, -0.603], [-1.022, -0.806, 1.729], [0.205, 0.496, -0.937], [0.596, 1.899, -0.362], [1.706, -2.077, -0.904], [2.785, -0.110, 0.197], [1.409, -0.772, -0.116], [-1.779, 1.238, 1.140], [-2.783, -0.180, 0.770], [-1.159, -1.137, -0.832], [-1.983, 0.341, -1.328], [-0.648, -0.532, 2.682], [-1.287, -1.920, 1.769], [0.208, 0.213, -1.975], [1.449, 1.735, 0.370], [-0.169, 2.542, 0.036], [0.964, 2.346, -1.283], [0.894, -2.610, -1.194], [3.583, -0.706, -0.001]], "orbital_gap_ev": [7.575, 7.994], "e_above_lowest_kj_mol": 540.0, "energy_ha": -705.1871, "e_lumo_ha": [-0.031, 0.006]}



[4]
{"formula": "C4H18BrO5", "method": "the ωB97M-V functional and the def2-TZVPD basis", "elements": ["Br", "C", "C", "O", "H", "H", "H", "H", "H", "H", "C", "C", "O", "H", "H", "H", "H", "H", "H", "O", "H", "H", "O", "H", "H", "O", "H", "H"], "xyz": [[1.647, -0.650, -1.197], [1.741, 0.290, 3.492], [0.870, 0.831, 2.394], [1.711, 1.484, 1.415], [1.141, -0.084, 4.328], [2.422, 1.035, 3.901], [2.355, -0.513, 3.079], [0.234, 1.651, 2.745], [0.264, 0.097, 1.862], [1.709, 0.921, 0.620], [-3.625, -0.160, -0.675], [-2.479, -1.004, -1.198], [-1.517, -1.187, -0.172], [-3.362, 0.702, -0.064], [-4.362, -0.738, -0.112], [-4.187, 0.299, -1.497], [-2.038, -0.499, -2.064], [-2.746, -2.016, -1.527], [-0.625, -1.146, -0.558], [2.439, -2.833, 1.314], [2.387, -2.232, 0.547], [1.892, -2.410, 1.981], [2.081, 0.752, -4.485], [2.053, 0.424, -3.572], [1.158, 0.898, -4.709], [-0.741, 1.975, -2.119], [-0.336, 2.808, -1.861], [-0.086, 1.305, -1.868]], "orbital_gap_ev": 9.169, "e_above_lowest_kj_mol": 0.0, "energy_ha": -3113.5242, "e_lumo_ha": 0.122, "charge": -1}